Record 1
A single C5H11NO molecule in a non-equilibrium geometry. Source: the Open Molecules 2025 dataset; level of theory: ωB97M-V/def2-TZVPD.

The geometry in XYZ format:
```
18
C5H11NO (ωB97M-V/def2-TZVPD)
N 2.412 1.966 -0.357
C 1.195 1.387 -0.707
C 0.033 1.407 -0.070
C -1.110 0.505 -0.452
C -1.434 -0.514 0.638
C -0.463 -1.703 0.682
O -0.790 -2.521 -0.448
H 2.720 1.831 0.592
H 3.173 1.927 -1.008
H 1.261 0.765 -1.605
H -0.033 1.838 0.930
H -2.015 1.100 -0.608
H -0.852 -0.035 -1.346
H -2.375 -1.019 0.410
H -1.430 -0.019 1.610
H 0.569 -1.369 0.560
H -0.666 -2.270 1.581
H -0.195 -3.276 -0.402
```

Results
energy above the lowest of the compared OMol25 structures with the same formula, charge and spin = 38.6 kcal per mole
SMILES = N/C=C/CCCO
calculated total energy = -327.0698 Eh
LUMO level = 0.974 eV

---

Record 2
A molecular structure, C32H51HgN4OP2S in a non-equilibrium geometry. Source: the Open Molecules 2025 dataset; level of theory: ωB97M-V/def2-TZVPD.

The geometry in XYZ format:
```
92
C32H51HgN4OP2S (ωB97M-V/def2-TZVPD)
C -1.284 3.001 0.548
C -2.846 1.320 1.137
C -2.130 4.008 1.021
C -3.686 2.313 1.711
C -3.330 3.646 1.638
H -1.818 5.045 0.924
H -4.613 1.976 2.167
H -3.977 4.416 2.051
N -1.648 1.717 0.588
P 1.382 2.110 0.530
P -2.400 -1.226 0.067
C 0.115 3.354 -0.002
H 0.094 3.379 -1.104
H 0.420 4.356 0.333
C -3.220 -0.057 1.092
H -4.048 -0.363 1.734
C -3.231 -1.197 -1.642
C -2.544 -2.960 0.796
C 2.945 2.254 -0.529
C 1.714 2.624 2.314
C -2.241 -1.773 -2.671
H -2.064 -2.845 -2.532
H -2.660 -1.629 -3.679
H -1.278 -1.255 -2.626
C -4.544 -1.994 -1.672
H -4.400 -3.077 -1.573
H -5.247 -1.644 -0.904
H -5.023 -1.829 -2.650
C -3.578 0.252 -2.020
H -3.945 0.266 -3.059
H -4.368 0.658 -1.375
H -2.706 0.906 -1.963
C -2.043 -3.976 -0.249
H -1.053 -3.693 -0.634
H -1.943 -4.961 0.230
H -2.732 -4.095 -1.093
C -1.651 -3.084 2.043
H -0.584 -3.041 1.790
H -1.863 -2.305 2.785
H -1.851 -4.060 2.514
C -3.983 -3.280 1.223
H -4.696 -3.281 0.396
H -3.989 -4.293 1.653
H -4.343 -2.583 1.988
C 2.872 1.777 2.865
H 2.948 1.972 3.944
H 2.688 0.703 2.734
H 3.837 2.051 2.422
C 0.462 2.333 3.161
H -0.382 2.976 2.884
H 0.153 1.284 3.079
H 0.707 2.531 4.216
C 2.061 4.113 2.459
H 2.263 4.300 3.525
H 2.960 4.399 1.906
H 1.240 4.774 2.157
C 2.573 2.190 -2.019
H 1.904 3.006 -2.321
H 3.498 2.275 -2.611
H 2.095 1.240 -2.275
C 3.831 1.033 -0.216
H 3.285 0.091 -0.349
H 4.684 1.039 -0.910
H 4.235 1.047 0.802
C 3.736 3.547 -0.280
H 3.116 4.447 -0.395
H 4.231 3.563 0.700
H 4.537 3.605 -1.033
Hg -0.069 -0.080 0.128
C 1.246 -1.367 1.366
O 1.170 -1.294 2.582
N -0.306 0.892 -2.236
C -0.541 1.391 -3.275
C -0.846 1.992 -4.513
C 0.038 1.865 -5.603
C -2.040 2.726 -4.638
C -0.285 2.480 -6.813
H 0.961 1.292 -5.492
C -2.349 3.324 -5.860
H -2.709 2.826 -3.781
C -1.477 3.200 -6.945
H 0.398 2.398 -7.659
H -3.275 3.890 -5.959
H -1.726 3.670 -7.901
N 4.180 -4.176 1.313
C 3.036 -3.584 1.654
N 2.515 -3.807 2.856
S 2.290 -2.529 0.439
H 4.699 -4.744 1.977
H 4.597 -3.974 0.416
H 1.756 -3.230 3.211
H 2.938 -4.500 3.470
```

Results
calculated total energy = -2778.2910 Eh
charge = +1
LUMO level = -2.655 eV

---

Record 3
A single C2H3N3O2 molecule in a non-equilibrium geometry. Source: the Open Molecules 2025 dataset; level of theory: ωB97M-V/def2-TZVPD.

The geometry in XYZ format:
```
10
C2H3N3O2 (ωB97M-V/def2-TZVPD)
O 2.216 -0.005 -0.306
C 1.003 -0.001 0.034
N 0.192 1.088 0.521
N -1.119 1.137 -0.269
C -1.705 -0.025 -0.230
N -0.910 -0.965 0.259
O 0.286 -1.060 -0.040
H 0.777 2.000 0.457
H -2.774 0.003 -0.735
H -0.942 -2.151 0.636
```

Results
energy above the lowest of the compared OMol25 structures with the same formula, charge and spin = 142.1 kcal per mole
SMILES = O=C1NN=CNO1
calculated total energy = -392.5671 Eh
LUMO level = 0.191 eV

---

Record 4
2 unconnected molecules or ions with the total composition C7H14. Source: the Open Molecules 2025 dataset; level of theory: ωB97M-V/def2-TZVPD.

The geometry in XYZ format:
```
21
C7H14 (ωB97M-V/def2-TZVPD)
C -0.172 2.076 0.595
C 0.462 1.154 -0.387
C -2.072 -0.730 -0.782
C -1.894 -1.047 0.711
C 1.349 0.211 0.232
C 2.673 0.034 -0.550
C 1.694 -1.055 -0.566
H -0.132 1.803 1.665
H 0.404 3.008 0.464
H -1.199 2.340 0.314
H -3.059 -1.057 -1.136
H -1.971 0.341 -0.999
H -1.316 -1.241 -1.392
H -1.173 -0.374 1.193
H -2.843 -0.953 1.255
H -1.526 -2.071 0.853
H 1.449 0.111 1.320
H 2.776 0.648 -1.437
H 3.554 -0.047 0.080
H 1.880 -1.936 0.039
H 1.116 -1.214 -1.471
```

Results
energy above the lowest of the compared OMol25 structures with the same formula, charge and spin = 100.2 kcal per mole
calculated total energy = -274.9565 Eh
LUMO level = 0.597 eV

---

Record 5
2 unconnected molecules or ions with the total composition C5H10O2 in a non-equilibrium geometry. Source: the Open Molecules 2025 dataset; level of theory: ωB97M-V/def2-TZVPD.

The geometry in XYZ format:
```
17
C5H10O2 (ωB97M-V/def2-TZVPD)
C 0.236 -2.035 -0.317
C 0.695 -0.992 0.405
O 1.887 -1.198 1.081
C -0.062 0.239 0.526
C 0.624 1.367 1.037
C 0.239 2.862 1.160
H 0.626 -3.035 -0.423
H -0.551 -1.654 -1.053
H 1.858 -2.082 1.443
H -1.170 0.306 0.302
H 1.643 1.213 1.289
H 0.801 3.334 0.349
H -0.755 3.281 1.149
H 0.614 3.224 2.165
O -2.430 -1.334 -3.232
H -1.874 -2.009 -3.619
H -2.382 -1.487 -2.262
```

Results
energy above the lowest of the compared OMol25 structures with the same formula, charge and spin = 73.9 kcal per mole
SMILES = C=C(O)/C=C/C.O
calculated total energy = -346.9077 Eh
LUMO level = 0.724 eV

---

Record 6
4 unconnected molecules or ions with the total composition C7H21NO3 in a non-equilibrium geometry. Source: the Open Molecules 2025 dataset; level of theory: ωB97M-V/def2-TZVPD.

The geometry in XYZ format:
```
32
C7H21NO3 (ωB97M-V/def2-TZVPD)
C 0.375 -2.205 0.203
C 1.157 -1.023 0.795
N 1.168 0.268 0.065
C 1.686 0.291 -1.303
C 0.533 0.652 -2.237
C -0.627 1.198 -1.398
C -0.101 1.009 0.076
C 0.064 2.405 0.754
H 0.786 -2.578 -0.733
H -0.679 -1.853 0.146
H 0.317 -3.051 0.890
H 0.781 -0.782 1.785
H 2.187 -1.389 0.898
H 2.174 -0.634 -1.629
H 2.394 1.153 -1.295
H 0.820 1.383 -3.004
H 0.232 -0.078 -2.973
H -0.840 2.204 -1.738
H -1.506 0.632 -1.733
H -0.893 0.499 0.635
H 0.999 2.400 1.314
H -0.642 2.660 1.534
H 0.247 3.045 -0.113
O -0.797 -1.627 -2.414
H -1.215 -1.495 -1.564
H 0.037 -2.079 -2.275
O 0.055 0.757 3.272
H -0.827 0.612 2.915
H 0.452 1.258 2.543
O -2.527 -1.167 1.887
H -3.235 -1.810 2.003
H -2.574 -0.655 2.695
```

Results
energy above the lowest of the compared OMol25 structures with the same formula, charge and spin = 35.9 kcal per mole
SMILES = CCN1CCC[C@@H]1C.O.O.O
calculated total energy = -559.7041 Eh
LUMO level = 0.285 eV